Entry 1:
{
  "formula": "C38H65AsN6O6PS2Si3Ti",
  "method": "ωB97M-V/def2-TZVPD",
  "symbols": ["Ti", "O", "S", "O", "O", "C", "C", "C", "C", "C", "C", "S", "O", "O", "O", "H", "H", "H", "H", "C", "C", "C", "P", "C", "C", "C", "C", "C", "C", "C", "C", "C", "C", "N", "C", "C", "C", "C", "C", "C", "C", "C", "C", "H", "H", "H", "H", "H", "H", "H", "H", "H", "H", "H", "H", "H", "H", "H", "H", "H", "H", "H", "H", "H", "H", "H", "H", "H", "H", "H", "H", "H", "H", "H", "C", "Si", "C", "C", "As", "Si", "C", "C", "C", "Si", "C", "C", "C", "H", "H", "H", "H", "H", "H", "H", "H", "H", "H", "H", "H", "H", "H", "H", "H", "H", "H", "H", "H", "H", "H", "H", "H", "H", "H", "H", "N", "N", "N", "C", "N", "N", "H", "H", "H"],
  "coordinates": [[0.38289, -0.90890, 0.28183], [1.07549, -0.71840, 4.42183], [1.48029, -0.55430, 3.04533], [1.66959, 0.83750, 2.66543], [0.44009, -1.11060, 2.14393], [2.99089, -1.45490, 2.96383], [3.52969, -1.77080, 4.21653], [4.70109, -2.46960, 4.35393], [5.39899, -2.90350, 3.20513], [4.87849, -2.60000, 1.96233], [3.69509, -1.89450, 1.81943], [3.28979, -1.45580, 0.16293], [4.49769, -0.92190, -0.42117], [2.78539, -2.60950, -0.55887], [2.21509, -0.42340, 0.24623], [2.98519, -1.42390, 5.07763], [5.09129, -2.67490, 5.33963], [6.32439, -3.45170, 3.30603], [5.38539, -2.88230, 1.05043], [1.46649, -1.91290, -4.95747], [1.46769, -2.09690, -3.43597], [1.24639, -3.57200, -3.11317], [0.35269, -0.98770, -2.35107], [0.04279, 0.40180, -3.60247], [-1.16681, 1.23350, -3.20497], [1.27059, 1.29450, -3.67767], [-1.33951, -1.65610, -2.37227], [-1.91901, -2.15170, -3.53117], [-3.23211, -2.58810, -3.58437], [-3.83961, -3.08810, -4.86357], [-3.97171, -2.53420, -2.40547], [-3.42861, -2.04290, -1.24347], [-2.10101, -1.56010, -1.17397], [-1.59211, -0.99980, -0.03997], [-2.54021, -0.77340, 0.99433], [-3.38831, 0.34380, 0.87443], [-3.25631, 1.24760, -0.31167], [-4.35811, 0.59760, 1.83223], [-4.52121, -0.22770, 2.93133], [-5.56421, 0.05370, 3.97273], [-3.70451, -1.34140, 3.03263], [-2.74081, -1.64510, 2.08013], [-1.97541, -2.92110, 2.24573], [2.23159, -2.56660, -5.37947], [1.70399, -0.89880, -5.26427], [0.51459, -2.20260, -5.39587], [2.47149, -1.83510, -3.06957], [0.19609, -3.84420, -3.19897], [1.58679, -3.75840, -2.09987], [1.83479, -4.19370, -3.79037], [-0.16471, -0.05590, -4.57317], [-1.01281, 1.64320, -2.20327], [-2.06951, 0.62750, -3.21517], [-1.29961, 2.06220, -3.90117], [1.40219, 1.77670, -2.70867], [1.15199, 2.06840, -4.43617], [2.16799, 0.72490, -3.90747], [-1.32661, -2.18530, -4.43247], [-3.10431, -3.06830, -5.66707], [-4.68811, -2.46480, -5.15637], [-4.19951, -4.11180, -4.74587], [-4.99511, -2.88590, -2.39807], [-4.03751, -2.02940, -0.35067], [-2.24091, 1.66210, -0.34197], [-3.97691, 2.05960, -0.25307], [-3.42871, 0.68840, -1.23097], [-5.00301, 1.45660, 1.71033], [-6.13401, 0.94260, 3.70993], [-5.09781, 0.21230, 4.94543], [-6.25211, -0.78820, 4.06433], [-3.82731, -2.01010, 3.87363], [-2.46091, -3.56300, 2.98083], [-0.96851, -2.69640, 2.60493], [-1.90971, -3.45060, 1.29503], [-1.95031, 4.32300, -1.18057], [-0.10511, 4.01530, -0.59867], [0.83089, 4.43920, -2.25857], [0.21569, 5.67010, 0.40053], [0.50379, 1.69270, 0.40803], [-0.31421, 2.35760, 2.58213], [-1.90211, 3.45600, 2.31593], [0.86159, 3.57470, 3.51263], [-1.13001, 1.19550, 3.86693], [2.88719, 2.21700, 0.41693], [3.66169, 1.82760, -1.31087], [4.18609, 1.51330, 1.64353], [3.28789, 4.12420, 0.53523], [-2.04351, 5.31140, -1.61767], [-2.64671, 4.26760, -0.35397], [-2.27221, 3.60880, -1.92837], [0.88089, 5.51200, -2.41097], [0.32939, 4.01510, -3.11947], [1.84679, 4.06270, -2.24267], [-0.27121, 6.50720, -0.09067], [1.27149, 5.90030, 0.45813], [-0.16001, 5.61950, 1.41473], [-1.73071, 4.30880, 1.67843], [-2.25601, 3.82600, 3.27113], [-2.70401, 2.86980, 1.88573], [1.17379, 4.38940, 2.86773], [1.74719, 3.04770, 3.84393], [0.37849, 4.00360, 4.38543], [-1.95741, 0.63690, 3.43923], [-1.51861, 1.77080, 4.70553], [-0.42501, 0.48230, 4.26593], [3.28329, 0.88600, -1.69447], [4.73089, 1.68930, -1.18757], [3.51289, 2.60330, -2.05727], [4.53379, 0.55570, 1.27163], [3.76609, 1.35120, 2.62773], [5.04889, 2.16600, 1.74823], [2.85929, 4.68100, -0.28807], [4.36279, 4.26960, 0.49833], [2.93139, 4.55870, 1.46123], [-0.25691, -5.94140, -1.10657], [-0.12621, -4.91200, -0.19817], [0.76559, -4.98310, 0.83953], [0.98859, -3.72560, 1.11063], [0.35689, -2.88040, 0.28323], [-0.33631, -3.61750, -0.58507], [-0.36801, -6.80490, -0.58297], [0.57469, -6.02260, -1.69887], [1.60869, -3.41700, 1.93133]],
  "spin_multiplicity": 3,
  "s_squared": 2.02,
  "charge": -1,
  "e_lumo_ev": [2.1, 2.1]
}

***

Entry 2:
{
  "formula": "C38H65GeN12O2SeTa",
  "method": "ωB97M-V/def2-TZVPD",
  "symbols": ["Ta", "C", "C", "C", "C", "C", "C", "C", "N", "C", "C", "C", "C", "C", "C", "O", "C", "C", "C", "C", "C", "C", "C", "C", "C", "O", "C", "C", "C", "C", "C", "C", "H", "H", "H", "H", "H", "H", "H", "H", "H", "H", "H", "H", "H", "H", "H", "H", "H", "H", "H", "H", "H", "H", "H", "H", "H", "H", "H", "H", "H", "H", "H", "H", "H", "H", "H", "H", "H", "H", "H", "H", "N", "C", "C", "C", "N", "H", "H", "H", "H", "H", "H", "H", "H", "H", "H", "N", "C", "N", "N", "N", "N", "C", "N", "N", "N", "N", "H", "C", "Ge", "C", "C", "C", "Se", "C", "H", "H", "H", "H", "H", "H", "H", "H", "H", "H", "H", "H", "H", "H"],
  "coordinates": [[-0.47340, 0.04271, -1.22425], [1.58621, 4.41494, 5.16430], [1.76252, 2.94920, 4.77035], [1.10093, 2.07265, 5.84195], [3.26385, 2.63312, 4.70377], [1.14365, 2.64173, 3.40614], [1.14217, 1.33098, 2.94107], [0.60313, 1.06363, 1.69330], [0.58502, -0.17469, 1.00304], [1.46642, -1.09208, 1.17208], [2.67973, -1.07675, 1.95485], [3.35170, -2.22243, 2.12799], [2.79568, -3.46935, 1.56168], [1.73469, -3.58346, 0.73374], [1.13437, -2.31222, 0.36496], [0.31641, -2.13384, -0.56417], [1.24264, -4.91556, 0.18302], [2.06066, -6.07777, 0.74732], [1.38969, -4.93776, -1.34881], [-0.21362, -5.13756, 0.61921], [4.67148, -2.24537, 2.89828], [4.40606, -1.75392, 4.32961], [5.29870, -3.63906, 2.96517], [5.65405, -1.29518, 2.19466], [-0.03449, 2.06900, 0.98378], [-0.65950, 1.53230, -0.15088], [0.01890, 3.40765, 1.33455], [0.62337, 3.63481, 2.57764], [-0.43922, 4.56872, 0.45393], [-0.36604, 5.90604, 1.19368], [0.51511, 4.63040, -0.74898], [-1.88001, 4.37212, -0.01967], [2.00159, 4.56948, 6.16013], [2.11196, 5.09047, 4.48682], [0.53420, 4.70512, 5.19864], [1.52246, 2.30691, 6.82005], [0.02467, 2.24769, 5.88886], [1.26566, 1.00802, 5.66407], [3.73533, 2.85076, 5.66317], [3.44258, 1.57787, 4.48009], [3.76016, 3.23198, 3.93790], [1.52319, 0.53456, 3.56189], [3.06025, -0.13464, 2.31493], [3.32329, -4.37483, 1.82113], [3.11140, -6.01898, 0.45919], [1.99639, -6.13709, 1.83579], [1.67117, -7.01307, 0.34469], [2.44170, -4.98263, -1.63276], [0.89576, -5.82041, -1.75784], [0.96303, -4.05500, -1.82467], [-0.29228, -5.16665, 1.70772], [-0.88471, -4.36751, 0.25047], [-0.57069, -6.09311, 0.23282], [3.66991, -2.37960, 4.83801], [5.33184, -1.78865, 4.90485], [4.04871, -0.72237, 4.33997], [4.67970, -4.34874, 3.51886], [5.50546, -4.05047, 1.97469], [6.25275, -3.57097, 3.48660], [5.28946, -0.26673, 2.19143], [6.61023, -1.30832, 2.71841], [5.82852, -1.59462, 1.15981], [0.67099, 4.65512, 2.92200], [0.65299, 6.16652, 1.48367], [-0.72077, 6.69155, 0.52644], [-0.99828, 5.91935, 2.08384], [1.52255, 4.89633, -0.42378], [0.57114, 3.67236, -1.26840], [0.17672, 5.37786, -1.46754], [-2.55706, 4.20733, 0.82213], [-2.21344, 5.26381, -0.55237], [-1.94780, 3.54358, -0.71565], [-2.01595, -1.34795, -0.34966], [-2.80151, -2.38692, -1.11069], [-2.00520, -3.17572, -2.14303], [-1.56040, -2.35280, -3.34432], [-0.39739, -1.50034, -2.96995], [-1.42943, -1.85708, 0.30417], [-2.67287, -0.82142, 0.22551], [-3.60291, -1.86166, -1.60272], [-3.25547, -3.05463, -0.37670], [-2.63107, -4.00251, -2.48284], [-1.13371, -3.63219, -1.68910], [-2.34893, -1.69119, -3.69068], [-1.29456, -3.00127, -4.17926], [-0.04978, -1.01161, -3.79357], [0.36076, -2.11336, -2.67740], [1.91118, 1.40257, -3.68208], [0.69626, 2.00669, -3.53494], [0.34784, 3.12930, -4.10238], [-0.88636, 3.38475, -3.59659], [-1.24624, 2.47748, -2.78888], [-0.26488, 1.51206, -2.73837], [2.36249, 0.54154, -2.73123], [3.60585, 0.13924, -2.68153], [3.63855, -0.71675, -1.63984], [2.50807, -0.84215, -1.09908], [1.58277, -0.02392, -1.77242], [2.59538, 1.84268, -4.28098], [-6.47105, 2.12516, -3.70316], [-5.85545, 0.41323, -4.36524], [-4.75191, 0.61298, -5.94373], [-7.32080, -0.81582, -4.63593], [-4.68812, -0.49401, -3.00920], [-3.13943, 0.64036, -2.64750], [-3.97545, 1.58971, -1.17406], [-7.17266, 2.53499, -4.43108], [-5.66055, 2.84685, -3.59415], [-7.00215, 2.02377, -2.75605], [-5.34670, 1.02851, -6.75741], [-4.36909, -0.35447, -6.27350], [-3.91406, 1.28725, -5.76484], [-7.96042, -0.43428, -5.43270], [-7.92608, -0.91252, -3.73488], [-6.96571, -1.80237, -4.93344], [-4.36241, -1.41731, -3.48848], [-5.22039, -0.73361, -2.08841], [-4.90759, 2.00456, -1.54643], [-3.31056, 2.38338, -0.85785], [-4.18348, 0.90554, -0.35278]],
  "charge": 2,
  "e_lumo_ev": -7.5
}

***

Number 1: DFT total energy -200236.6109 eV. Number 2: DFT total energy -185839.0103 eV.